67
Properties=species:S:1:pos:R:3 method="wB97M-V/def2-TZVPD" de_lowest_kj_mol=9.8 orbital_gap_ev=8.06
C -5.15 -0.31 -3.87
O -3.85 -0.01 -3.42
C -3.59 -0.07 -2.10
C -4.51 -0.40 -1.12
C -4.15 -0.43 0.22
O -5.14 -0.76 1.09
C -4.83 -0.86 2.46
C -2.84 -0.13 0.60
C -1.91 0.18 -0.39
N -0.59 0.50 -0.01
C 0.25 -0.38 0.59
O 1.31 -0.01 1.10
C -0.08 -1.79 0.58
S -1.39 -2.59 -0.23
N -0.88 -4.08 0.14
C 0.23 -4.07 0.85
C 0.88 -5.32 1.27
N 0.22 -6.44 0.91
O 1.93 -5.33 1.90
C 0.76 -2.77 1.13
N 1.87 -2.56 1.84
C -0.15 1.87 -0.28
C 1.18 1.79 -1.08
O 1.15 1.51 -2.26
N 2.29 2.10 -0.38
C 3.61 1.91 -0.93
C 4.22 0.56 -0.53
C 3.56 -0.63 -1.27
C 4.74 -1.40 -1.85
C 5.79 -0.29 -1.99
O 5.60 0.53 -0.85
C -0.11 2.73 0.94
C 0.27 2.54 2.23
C 0.05 3.77 2.90
C -0.44 4.63 1.97
C -0.85 6.06 2.05
O -0.55 4.01 0.77
C -2.27 0.22 -1.73
H -5.44 -1.33 -3.61
H -5.89 0.39 -3.46
H -5.12 -0.21 -4.95
H -5.54 -0.63 -1.36
H -5.76 -1.16 2.95
H -4.06 -1.62 2.64
H -4.50 0.10 2.87
H -2.52 -0.14 1.63
H -0.62 -6.36 0.37
H 0.60 -7.34 1.14
H 2.40 -3.38 2.13
H 2.21 -1.62 1.92
H -0.88 2.30 -0.97
H 2.21 2.11 0.62
H 3.54 1.99 -2.02
H 4.26 2.71 -0.56
H 4.14 0.45 0.56
H 2.91 -0.26 -2.06
H 2.96 -1.24 -0.59
H 5.10 -2.15 -1.15
H 4.51 -1.87 -2.80
H 5.62 0.29 -2.91
H 6.82 -0.65 -1.97
H 0.65 1.64 2.66
H 0.24 3.98 3.93
H -1.90 6.17 1.78
H -0.71 6.42 3.07
H -0.26 6.67 1.37
H -1.54 0.46 -2.49



71
Properties=species:S:1:pos:R:3 method="wB97M-V/def2-TZVPD" orbital_gap_ev=7.49
C -1.23 6.08 1.38
O 0.06 5.45 1.60
C 1.06 5.91 0.66
C 2.09 4.66 0.44
C 2.79 4.37 1.85
C 3.65 3.01 1.91
C 3.11 1.84 0.97
C 3.98 1.55 -0.33
N 5.25 2.30 -0.63
C 6.15 1.65 0.08
S 7.13 0.99 1.26
C 3.50 0.44 -1.28
C 2.16 -0.38 -1.02
N 1.85 -1.35 -2.04
C 0.61 -1.95 -1.68
C 0.07 -3.09 -2.71
C 0.98 -4.42 -2.65
C 0.34 -5.66 -1.85
C 0.43 -5.47 -0.23
C -1.13 -6.09 -2.36
C -0.26 -1.68 -0.42
C -1.64 -2.48 -0.13
C -2.89 -1.52 -0.46
C -2.88 -0.59 -1.74
C -4.06 0.37 -2.11
C -5.34 0.49 -1.21
C -5.37 -0.44 0.05
C -4.18 -1.40 0.43
C -4.36 -2.25 1.77
N 0.13 -0.74 0.56
C 1.36 -0.05 0.26
C 1.81 1.05 1.32
C 0.91 1.25 2.61
F 0.59 0.01 3.30
F 1.41 2.12 3.61
C -0.50 1.90 2.11
F -0.43 2.41 0.78
F -0.90 3.02 2.94
H -1.15 7.15 1.77
H -1.98 5.52 2.06
H -1.62 6.00 0.31
H 1.65 6.83 1.02
H 0.63 6.15 -0.38
H 2.87 4.97 -0.37
H 1.46 3.81 0.03
H 2.08 4.38 2.75
H 3.54 5.24 2.02
H 4.74 3.30 1.66
H 3.71 2.59 2.99
H 4.13 0.24 -2.23
H -1.05 -3.27 -2.63
H 0.24 -2.63 -3.76
H 1.96 -4.12 -2.09
H 1.33 -4.68 -3.72
H 1.03 -6.57 -2.07
H 1.32 -4.77 -0.01
H 0.75 -6.49 0.20
H -0.55 -5.09 0.23
H -1.04 -7.13 -2.88
H -1.83 -6.26 -1.47
H -1.52 -5.33 -3.12
H -1.69 -3.50 -0.63
H -1.68 -2.64 1.02
H -1.97 -0.63 -2.43
H -4.04 1.03 -3.05
H -6.21 1.21 -1.46
H -6.33 -0.37 0.69
H -4.80 -3.29 1.53
H -5.19 -1.72 2.39
H -3.44 -2.29 2.44
H -1.33 1.12 2.17



16
Properties=species:S:1:pos:R:3 method="wB97M-V/def2-TZVPD" charge=+1 de_lowest_kj_mol=481.8 orbital_gap_ev="9.09 / 7.18"
C 0.67 -1.80 -0.21
C 1.66 -1.04 0.12
C -0.79 -1.48 0.11
C -1.15 -0.05 -0.24
C -0.40 0.96 0.57
N 0.36 1.94 -0.17
I 3.28 0.06 0.08
H 0.91 -2.83 -0.32
H -1.58 -2.04 -0.40
H -0.93 -1.42 1.13
H -0.71 0.12 -1.28
H -2.22 0.13 0.02
H -0.46 0.95 1.70
H 1.32 1.64 -0.24
H 0.15 2.99 0.21
H -0.11 1.88 -1.09



44
Properties=species:S:1:pos:R:3 method="wB97M-V/def2-TZVPD" charge=-1 de_lowest_kj_mol=79.9 orbital_gap_ev=9.68
B 0.54 -0.68 0.23
F -0.78 -0.70 -0.32
F 0.90 0.61 0.50
F 0.60 -1.44 1.38
F 1.36 -1.29 -0.71
O 2.60 2.72 0.30
H 2.45 2.21 -0.50
H 2.10 2.26 0.98
O -0.75 -0.39 -3.89
H -1.25 -0.01 -4.61
H -0.98 0.14 -3.13
O 1.49 1.54 -2.08
H 0.80 1.23 -1.48
H 1.12 2.33 -2.48
O -2.12 1.34 -2.09
H -1.74 1.82 -1.34
H -3.06 1.52 -2.06
O -0.16 -0.56 3.92
H -0.15 -0.75 2.97
H -0.05 0.39 3.96
O -2.44 -1.39 1.46
H -3.21 -1.12 0.96
H -1.75 -1.50 0.79
O -0.32 -2.46 -2.34
H 0.08 -2.03 -1.58
H -0.28 -1.80 -3.04
O 2.03 -3.61 2.53
H 1.71 -3.50 1.63
H 1.25 -3.88 3.03
O -1.25 3.00 -0.24
H -0.56 2.92 0.42
H -2.06 3.12 0.26
O 3.90 -0.38 0.40
H 3.00 -0.39 0.07
H 4.44 -0.47 -0.39
O -1.88 1.37 2.22
H -1.83 0.51 1.79
H -2.61 1.29 2.84
O 3.05 0.78 3.01
H 3.11 0.22 2.23
H 2.12 0.97 3.09
O -3.41 -1.45 -2.64
H -2.46 -1.32 -2.51
H -3.56 -1.17 -3.55